<a>
23
Properties=species:S:1:pos:R:3:nbo_charge:R:1 method="wB97M-V/def2-TZVPD" homo_ev=-7.927 orbital_gap_ev=7.6 smiles="C[C@@H](O)C1=c2ccccc2=NC1" spin_multiplicity=1
C -2.9968 0.1732 -0.9616 -0.65
C -2.0017 0.5317 0.1028 0.10
O -2.4703 0.0792 1.3986 -0.73
C -0.5508 -0.1640 -0.2355 0.08
C 0.7527 0.1491 -0.1541 -0.16
C 1.2394 1.3635 0.3603 -0.15
C 2.5505 1.4240 0.7456 -0.23
C 3.4888 0.4023 0.4347 -0.20
C 2.9866 -0.7996 -0.0134 -0.20
C 1.6196 -0.9609 -0.3094 0.15
N 0.9302 -2.0650 -0.4384 -0.37
C -0.4583 -1.6323 -0.4041 -0.33
H -3.7571 -0.3977 -0.5065 0.23
H -2.5627 -0.3780 -1.7599 0.22
H -3.4643 1.0746 -1.3678 0.22
H -1.6799 1.5311 0.2204 0.18
H -3.3129 0.5271 1.6380 0.47
H 0.5204 2.1773 0.6886 0.21
H 2.8810 2.1914 1.4862 0.22
H 4.5803 0.5438 0.3334 0.23
H 3.6342 -1.7036 -0.2450 0.23
H -1.0122 -2.1727 0.3638 0.26
H -0.9168 -1.8946 -1.3768 0.24

---

<b>
23
Properties=species:S:1:pos:R:3:nbo_charge:R:1 method="wB97M-V/def2-TZVPD" homo_ev=-9.288 orbital_gap_ev=9.7 spin_multiplicity=1
C 0.0198 -1.7535 2.8167 -0.67
C 0.5036 -1.1731 1.4735 -0.06
C -0.0496 0.3745 1.3848 -0.41
C 0.1971 0.9270 -0.1242 -0.03
C 0.4339 2.1776 -0.3811 -0.19
C 0.0661 2.7995 -1.6595 -0.22
C -0.0679 1.9638 -2.6375 -0.21
C -0.1271 0.5137 -2.5357 -0.17
C -0.1344 0.0421 -1.1868 -0.13
C -0.3602 -1.5098 -1.0887 0.67
H 1.2357 -1.8315 3.4655 0.28
H -0.4958 -3.1284 2.6392 0.22
H -1.0613 -1.1331 2.8754 0.25
H 1.7154 -1.2189 1.5595 0.19
H -1.1825 0.1249 1.5974 0.21
H 0.3300 1.0174 2.2131 0.24
H 0.6551 2.9255 0.3106 0.21
H -0.1370 3.8416 -2.0932 0.24
H -0.3375 2.3374 -3.6268 0.20
H -0.7509 -0.0408 -3.3145 0.25
H 0.3973 -3.0180 0.0970 0.42
N 0.1105 -1.9404 0.1481 -0.66
O -0.9606 -2.2973 -1.9327 -0.62

---

Of them, the most stable is <a> and the least stable is <b>.

---

<a>
15
Properties=species:S:1:pos:R:3:nbo_charge:R:1 method="wB97M-V/def2-TZVPD" homo_ev=-10.281 orbital_gap_ev=10.0 spin_multiplicity=1
C -1.6272 0.5988 2.6677 -0.49
Br -1.9949 2.0366 1.5223 0.13
Br -2.5040 0.8864 4.3549 0.09
Br 0.3930 0.3413 2.9174 0.03
H -2.0011 -0.3590 2.2944 0.23
C 2.9548 -0.2614 -1.1074 -0.48
Br 4.7349 -0.4756 -1.8705 0.07
Br 2.7224 1.3583 -0.1139 0.09
Br 2.4723 -1.8030 -0.0091 0.10
H 2.3824 -0.0503 -1.9702 0.21
C -1.4312 -0.4608 -1.7746 -0.58
Br -2.7260 0.9054 -2.1891 0.09
Br -0.4413 -1.2316 -3.1467 0.16
Br -2.1502 -1.6999 -0.4833 0.08
H -0.7837 0.2148 -1.0919 0.25

---

<b>
15
Properties=species:S:1:pos:R:3:nbo_charge:R:1 method="wB97M-V/def2-TZVPD" homo_ev=-10.101 orbital_gap_ev=9.3 spin_multiplicity=1
C 0.0971 -0.0658 -1.2247 -0.46
Br 1.7327 0.3385 -2.2694 0.09
Br 0.4778 -0.1501 0.6964 0.09
Br -0.8288 -1.7267 -1.8185 0.08
H -0.6254 0.7316 -1.3981 0.22
C 3.0084 -2.7490 -0.5951 -0.44
Br 4.2330 -3.2984 0.9064 0.06
Br 1.5026 -4.0673 -0.7658 0.08
Br 4.1827 -2.7424 -2.1706 0.07
H 2.6887 -1.7091 -0.5276 0.22
C -3.2561 3.0698 2.0218 -0.43
Br -2.5210 4.8749 1.7376 0.10
Br -2.2958 1.8368 0.7516 0.04
Br -5.2019 2.9560 1.6104 0.06
H -3.1940 2.7012 3.0457 0.23

---

Of them, the most stable is <a> and the least stable is <b>.

---

<a>
9
Properties=species:S:1:pos:R:3:nbo_charge:R:1 method="wB97M-V/def2-TZVPD" homo_ev=-10.796 orbital_gap_ev=11.6 spin_multiplicity=1
H 1.8505 -0.2534 -1.6334 0.36
N 1.6628 -0.2238 -0.6207 -0.65
C 0.5062 0.1754 -0.3954 0.63
F -0.3290 0.7667 -1.2784 -0.36
C -0.2759 0.0212 0.8713 -0.16
O -1.3053 -0.8712 0.4095 -0.70
H -0.6660 0.9977 1.1312 0.18
H 0.3804 -0.3145 1.7742 0.22
H -1.8236 -0.2980 -0.2582 0.48

---

<b>
9
Properties=species:S:1:pos:R:3:nbo_charge:R:1 method="wB97M-V/def2-TZVPD" homo_ev=-9.936 orbital_gap_ev=10.6 smiles="CN(F)C=O" spin_multiplicity=1
C 1.2303 0.3920 -0.3632 -0.39
N -0.2446 0.0767 0.4232 -0.06
F -0.3114 0.3683 1.7791 -0.22
C -1.2892 -0.5380 -0.0389 0.47
O -1.5756 -0.8751 -1.1734 -0.62
H 1.6830 0.9930 0.4159 0.23
H 1.5976 -0.6103 -0.4249 0.22
H 1.0525 0.8696 -1.3885 0.25
H -2.1427 -0.6761 0.7706 0.12

---

<c>
9
Properties=species:S:1:pos:R:3:nbo_charge:R:1 method="wB97M-V/def2-TZVPD" homo_ev=-11.037 orbital_gap_ev=11.4 smiles="CN=C=O.F" spin_multiplicity=1
C 0.4689 -0.8890 -0.0735 -0.41
N -0.5899 0.0556 0.1846 -0.60
C -1.7618 -0.0343 0.0440 0.87
O -2.8680 0.1887 -0.1419 -0.47
H 1.4980 -0.3215 0.1698 0.21
H 0.5148 -1.6560 0.5638 0.20
H 0.5538 -1.3643 -1.0162 0.21
F 1.4201 2.3300 -0.0561 -0.58
H 0.7640 1.6908 0.3254 0.57

---

Of them, the most stable is <c> and the least stable is <b>.